{"formula": "C3H6N2O2", "method": "wB97M-V/def2-TZVPD", "symbols": ["H", "N", "C", "H", "O", "H", "O", "C", "H", "H", "C", "H", "N"], "xyz": [[-0.46818, 2.12907, 2.38185], [0.98239, 1.28610, -2.10009], [-1.12744, 1.84384, 0.67355], [1.29507, -1.85293, -0.21110], [0.75942, 0.08337, -1.42084], [-1.86626, 2.20448, 0.05093], [-1.29606, 2.42270, 1.90637], [0.07934, -0.07254, -0.30137], [-0.00729, -1.64927, 1.09085], [1.77915, 1.19071, -2.65790], [0.20718, -1.53736, -0.03320], [-0.33577, -2.12212, -0.63219], [-0.39736, 0.78889, 0.60162]], "atomic_forces_ev_per_a": [[-1.3, 0.4, -0.1], [-3.3, 1.1, 2.6], [1.1, -2.1, 2.6], [-1.4, 0.5, 0.4], [0.4, 1.6, -0.3], [-1.0, 0.7, -2.0], [2.1, -0.6, -0.8], [1.3, -0.6, -2.3], [0.1, -0.4, -1.8], [1.6, -1.5, -0.9], [3.2, 1.8, 4.9], [-2.6, -2.2, -2.1], [-0.3, 1.3, -0.2]], "mulliken_charge": [0.354, -0.654, 0.177, 0.263, -0.103, 0.371, -0.461, 0.624, 0.289, 0.196, -1.008, 0.294, -0.341], "energy_ev": -10278.1382, "e_homo_ev": [-7.94, -6.82]}

---

{"formula": "H20O10", "method": "wB97M-V/def2-TZVPD", "symbols": ["H", "H", "O", "H", "O", "O", "H", "O", "H", "H", "O", "H", "O", "H", "H", "H", "H", "H", "H", "O", "H", "H", "O", "O", "O", "H", "H", "H", "H", "H"], "xyz": [[-3.14823, 2.22140, 1.01690], [-1.94323, 1.12340, -4.20110], [1.83877, -2.14460, 2.01890], [-0.76923, -2.04160, 2.23690], [0.77677, -4.28760, 0.57590], [-1.66223, 0.95940, -1.38110], [2.55377, -1.46360, 1.86190], [-0.96423, -1.84260, 1.32990], [1.43077, -1.71360, 2.79190], [-1.88123, 1.21240, -0.50110], [1.20677, 2.32240, -1.73210], [-1.77723, 2.85340, 0.70990], [0.39077, 0.04540, 0.24890], [1.40477, -0.98560, -0.74610], [-1.23123, 1.58640, -2.93210], [1.02377, 1.47940, 1.40090], [-1.95223, -1.86760, 1.29790], [-0.31723, 0.49440, -0.30810], [-1.71323, -0.01460, -1.52210], [0.94377, 2.04040, 2.14490], [0.87277, -3.33060, 0.72190], [1.83977, 2.19640, 2.42590], [-2.21523, 2.16840, 1.15190], [-1.16523, 1.62240, -3.92210], [1.66177, -1.60660, -1.38910], [1.37277, 3.18740, -2.12510], [1.88277, 2.26840, -1.10610], [1.26977, -1.23460, -2.17510], [0.35377, -4.55360, 1.39190], [-0.08323, -0.69460, 0.71490]], "atomic_forces_ev_per_a": [[-0.9, 0.5, -0.2], [0.2, 0.2, -0.1], [1.1, 2.0, 0.7], [0.3, -0.2, 0.7], [-0.2, 0.3, 0.0], [0.2, -1.4, -1.7], [-0.9, -1.3, -0.3], [-2.1, -0.4, -0.2], [0.0, -0.4, -0.2], [-0.8, 0.1, 1.6], [-1.5, 0.6, -1.5], [0.8, 1.9, -0.9], [-1.1, 0.8, -0.3], [-0.6, 1.4, 1.6], [0.3, 0.2, -1.2], [-0.2, -1.4, -1.5], [1.2, 0.1, -0.1], [1.7, -0.7, 0.8], [-0.2, 1.1, 0.4], [-0.3, 1.1, 1.4], [0.2, -0.4, -0.4], [0.4, 0.2, 0.3], [0.0, -2.3, 1.0], [-0.3, -0.2, 0.8], [0.9, -1.6, -1.4], [-0.3, -0.1, -0.3], [1.7, -0.5, 1.7], [0.0, 0.0, -0.6], [-0.1, -0.4, 0.2], [0.4, 0.8, -0.4]], "mulliken_charge": [0.281, 0.275, -0.600, 0.279, -0.613, -0.760, 0.310, -0.564, 0.300, 0.286, -0.507, 0.329, -0.639, 0.373, 0.427, 0.272, 0.248, 0.340, 0.328, -0.622, 0.268, 0.281, -0.655, -0.664, -0.657, 0.261, 0.257, 0.286, 0.309, 0.570], "energy_ev": -20799.1478, "e_homo_ev": -10.29, "smiles": "O.O.O.O.O.O.O.O.O.O"}

---

{"formula": "C5H3NO", "method": "wB97M-V/def2-TZVPD", "symbols": ["N", "C", "C", "O", "C", "C", "H", "C", "H", "H"], "xyz": [[-0.79052, 0.12575, -1.26422], [-1.30634, -2.02859, 1.24731], [-0.64914, -1.21268, 0.56820], [-0.39712, 1.25236, -1.82933], [-0.14143, -0.02682, -0.11086], [2.04573, 1.16377, 0.65511], [-1.84559, -2.62756, 2.07362], [1.02821, 0.66959, 0.30252], [2.95749, 1.48098, 0.98479], [-0.90128, 1.20321, -2.62713]], "atomic_forces_ev_per_a": [[1.3, -0.7, 3.9], [1.4, 1.7, -0.2], [-2.2, -2.0, 2.9], [0.6, 1.3, -1.1], [-1.8, -2.2, -2.3], [-0.4, -0.3, -0.1], [1.3, 1.2, -2.2], [-1.5, -0.4, -0.3], [1.7, 0.8, 0.6], [-0.3, 0.6, -1.2]], "mulliken_charge": [-0.358, -0.131, -0.455, -0.337, 0.087, 0.490, 0.329, -0.513, 0.486, 0.401], "energy_ev": -8764.6829, "e_homo_ev": -8.99, "smiles": "C#CC(C#C)=NO"}

---

{"formula": "C2H2NO2S", "method": "wB97M-V/def2-TZVPD", "symbols": ["C", "O", "H", "C", "N", "H", "S", "O"], "xyz": [[-1.31853, -0.03796, -0.65765], [2.51574, 0.76891, 0.07177], [-0.88608, 0.25289, 1.36043], [-0.04978, 0.32233, -0.62427], [-1.11273, 0.72093, 0.49452], [-2.17965, -0.30263, -1.21079], [1.37452, -0.15934, 0.46132], [1.65650, -1.56514, 0.10467]], "atomic_forces_ev_per_a": [[1.6, 0.0, -0.3], [-1.7, -1.3, 0.7], [0.0, -1.1, 0.2], [-1.5, -0.6, 0.1], [-1.0, 2.8, 0.4], [-0.5, -0.6, -0.4], [3.3, 0.6, -0.6], [-0.1, 0.2, -0.1]], "mulliken_charge": [-0.314, -0.645, 0.211, 0.116, -0.604, 0.300, 0.543, -0.607], "energy_ev": -18523.1537, "charge": -1, "e_homo_ev": -3.69}

---

{"formula": "C3H4O2S2", "method": "wB97M-V/def2-TZVPD", "symbols": ["S", "C", "C", "S", "H", "O", "C", "H", "O", "H", "H"], "xyz": [[1.37260, -0.53369, 0.72909], [-0.70467, -1.33118, -0.79899], [-0.53460, 1.04252, 0.29583], [2.52370, 0.12213, -0.74631], [-1.92041, 0.22002, -1.42643], [0.27692, 0.67819, 1.29752], [-1.05667, -0.10580, -0.74618], [-0.02178, 1.79040, -0.33689], [2.25515, -0.99903, 1.78622], [-1.31231, 1.49829, 0.79601], [-0.87792, -2.38185, -0.84987]], "atomic_forces_ev_per_a": [[1.3, -0.3, -1.7], [1.2, 1.1, 2.1], [0.8, 0.3, -3.0], [-1.3, 0.1, 0.6], [1.3, -0.1, 1.0], [2.2, -2.3, 0.6], [-1.6, 1.0, 0.0], [-0.2, -0.3, -0.1], [-1.6, 0.1, 0.4], [-2.4, 0.8, 0.4], [0.4, -0.2, -0.3]], "mulliken_charge": [0.477, -0.335, -0.517, -0.289, 0.299, -0.310, 0.031, 0.364, -0.511, 0.433, 0.358], "energy_ev": -28935.7555, "e_homo_ev": [-8.72, -8.65]}